[1]
The following is a DFT calculation (the ωB97M-V functional and the def2-TZVPD basis) of C12H12AuBN8S4Sb as an isolated structure.

XYZ file:
```
39
Properties=species:S:1:pos:R:3:lowdin_charge:R:1
Au -1.97509 0.38406 -1.69902 0.731
C 1.71273 2.82689 -1.22747 -0.046
C 0.48098 2.58736 -1.82764 -0.164
N -0.15401 1.63321 -1.16511 -0.057
N 0.62772 1.23017 -0.15596 0.024
C 1.76670 1.93750 -0.17405 -0.055
B 0.19420 0.08641 0.76695 -0.663
N 0.14534 -1.22697 -0.04335 0.009
C 0.94977 -2.29559 0.07213 -0.064
C 0.56378 -3.23413 -0.86204 -0.048
C -0.50245 -2.64111 -1.53518 -0.161
N -0.73670 -1.44383 -1.02270 -0.058
N -1.24973 0.39598 1.25369 0.030
C -1.72520 0.63599 2.48500 -0.044
C -3.08402 0.87486 2.39049 -0.038
C -3.36355 0.76372 1.03452 -0.122
N -2.25104 0.47531 0.37951 -0.112
N 1.09077 -0.10639 1.96904 -0.014
C 0.88442 -1.05489 2.91774 -0.117
C 1.85971 -0.92411 3.87506 -0.057
C 2.63864 0.15004 3.42110 -0.142
N 2.16321 0.62640 2.29145 0.060
H 2.45241 3.54249 -1.51953 0.095
H 0.03376 3.05959 -2.67835 0.108
H 2.51172 1.75760 0.57604 0.094
H 1.73892 -2.31935 0.79568 0.121
H 0.98730 -4.20077 -1.03061 0.093
H -1.09281 -3.03135 -2.34107 0.107
H -1.09707 0.63094 3.35246 0.124
H -3.77160 1.09814 3.17874 0.096
H -4.28841 0.87245 0.50515 0.109
H 0.07679 -1.75455 2.83062 0.128
H 1.99140 -1.50064 4.76702 0.090
H 3.50547 0.58700 3.87394 0.100
S -1.07381 -2.10359 -6.17992 0.091
Sb -0.55736 -0.10819 -5.09146 -0.169
S -2.55195 0.51796 -3.89791 -0.091
S 1.27938 -0.34948 -3.67660 -0.075
S -0.18028 1.62088 -6.60835 0.083
```

For the total energy, the calculation gives -78806.19035 eV. As for the spin multiplicity: 4. The orbital gap (alpha / beta) is 8.042 / 5.275 eV. As for the molar mass: 726.1 g mol⁻¹. The calculation puts the LUMO energy (alpha / beta) at -0.0262 / -0.1191 Eh.

=====

[2]
The following is a DFT calculation (the ωB97M-V functional and the def2-TZVPD basis) of a 2-piece molecular cluster, C23H29N4 overall.

XYZ file:
```
56
Properties=species:S:1:pos:R:3:lowdin_charge:R:1
C 2.71794 1.66646 -1.93459 0.009
C 2.07007 0.35774 -1.73557 -0.166
N 2.26118 -0.66990 -2.60296 -0.015
C 3.11509 -0.60351 -3.77796 0.019
C 1.59610 -1.81540 -2.15525 -0.150
C 0.98445 -1.49746 -0.91624 -0.097
C 0.43194 -2.53380 -0.17772 -0.012
C 0.35507 -3.81477 -0.74156 -0.049
C 0.90579 -4.08567 -2.00647 -0.058
C 1.56992 -3.08172 -2.72438 0.002
C 1.21879 -0.06668 -0.68100 -0.087
C 0.74356 0.73317 0.36122 0.082
C -0.09408 0.27291 1.40653 -0.121
C 0.15447 0.32748 2.79853 -0.189
C 1.31374 0.89599 3.50720 0.003
N -0.88108 -0.25660 3.46309 -0.036
C -0.94245 -0.41422 4.90717 0.009
C -1.85714 -0.68545 2.55918 -0.152
C -1.38754 -0.37652 1.25784 -0.158
C -2.11324 -0.81429 0.15133 -0.058
C -3.29714 -1.53449 0.37092 -0.060
C -3.72125 -1.86267 1.67006 -0.064
C -2.99311 -1.44982 2.79620 0.003
H 2.43932 2.33161 -1.11200 0.080
H 3.82005 1.60372 -1.95261 0.110
H 2.38877 2.13098 -2.87822 0.101
H 3.08500 -1.56854 -4.29016 0.088
H 2.76918 0.17347 -4.46971 0.108
H 4.15382 -0.38463 -3.49808 0.110
H 0.07078 -2.34358 0.83074 0.116
H -0.13816 -4.61414 -0.18453 0.114
H 0.82722 -5.08601 -2.42764 0.111
H 2.04573 -3.25336 -3.69240 0.110
H 1.15117 1.74466 0.44792 0.117
H 1.98779 1.32773 2.76141 0.085
H 0.98963 1.69455 4.19059 0.102
H 1.88314 0.15470 4.09075 0.104
H -1.86923 -0.93047 5.16821 0.085
H -0.09308 -1.00082 5.28362 0.106
H -0.93632 0.56374 5.40465 0.104
H -1.72567 -0.63410 -0.85228 0.110
H -3.88267 -1.86715 -0.48973 0.112
H -4.62517 -2.45250 1.81237 0.109
H -3.26453 -1.71024 3.82088 0.109
C -0.50215 4.06394 -0.73811 -0.092
N -0.85966 2.65172 -0.88327 -0.352
C -1.02383 2.27915 -2.28872 -0.084
N -2.10880 2.48281 -0.22849 0.046
H 0.44060 4.24498 -1.26472 0.078
H -1.28682 4.72563 -1.14853 0.093
H -0.36935 4.29469 0.32362 0.081
H -0.07707 2.46212 -2.80873 0.072
H -1.25468 1.20935 -2.36881 0.074
H -1.83113 2.86054 -2.77378 0.097
H -2.41024 1.51438 -0.34766 0.055
H -1.94470 2.64032 0.76785 0.087
```

For the total energy, the calculation gives -30275.55775 eV. Its energy relative to the best compared isomer or geometry (same formula, charge and spin) is 0.53 kcal per mole. The orbital gap is 6.392 eV. As for the charge: +1. As for the molar mass: 361.5 g mol⁻¹. The calculation puts the LUMO energy at -0.1489 Eh.